# 1
Here is a cluster of 2 separate species, C19H22NO3S in total in a non-equilibrium geometry from the Open Molecules 2025 dataset. Energies are from ωB97M-V with the def2-TZVPD basis set.

Geometry as XYZ:
```
46
Properties=species:S:1:pos:R:3:mulliken_charge:R:1
S 3.40058 0.38182 2.00183 -0.432
O 5.30640 -2.72484 2.88080 -0.356
O 3.78265 -3.71593 4.26987 -0.656
O -2.36025 -0.19293 1.64976 -0.421
N 4.10776 -1.40887 4.24763 -0.261
C 0.95911 1.40570 1.61014 -0.873
C 4.34666 -2.71838 3.83872 0.631
C -3.23632 0.95671 1.60563 -0.838
C 4.30515 -4.54032 1.52495 -1.627
C -0.41530 1.30098 1.60514 -0.199
C 1.50265 0.23750 6.26930 -0.475
C 1.77808 0.24188 1.71750 -0.033
C 3.54546 1.18598 5.35463 -0.153
C 2.99372 -1.18015 4.85202 -0.618
C 1.22481 1.44441 6.90459 -0.546
C -1.01854 0.01088 1.62348 0.771
C 2.10757 2.52771 6.76778 -0.296
C -0.20548 -1.15688 1.62614 -0.539
C 3.26866 2.39813 5.99378 -0.646
C 5.56036 -4.00150 2.18672 1.822
C 2.66994 0.09818 5.48583 0.932
C 1.15953 -1.04291 1.62745 -0.499
C 6.11212 -5.03066 3.15177 -1.652
C 6.60192 -3.66949 1.13027 -1.730
H -3.08178 1.54291 0.68846 0.324
H -4.23190 0.51279 1.61473 0.235
H 1.88427 3.46986 7.27178 0.351
H 3.97103 3.22694 5.89695 0.352
H 0.83913 -0.62533 6.36864 0.322
H 6.86425 -4.55714 0.54292 0.389
H -1.04545 2.19483 1.59094 0.267
H 7.02874 -4.65066 3.61644 0.361
H 3.87252 -3.78987 0.85226 0.331
H 4.54127 -5.43418 0.93478 0.464
H 1.44430 2.37969 1.57133 0.350
H 6.35964 -5.96125 2.62692 0.425
H 1.79504 -1.92510 1.60070 0.317
H -3.09006 1.60143 2.48392 0.322
H -0.70665 -2.12309 1.63387 0.371
H 5.36543 -5.24686 3.92035 0.348
H 2.25075 -1.98760 4.99240 0.265
H 3.57262 -4.81638 2.28927 0.359
H 7.51943 -3.29593 1.59786 0.399
H 4.42426 1.06338 4.72207 0.387
H 6.22477 -2.90685 0.44003 0.405
H 0.32657 1.54031 7.51873 0.351
```

Summary:
Gap between HOMO and LUMO (Eh): 0.186
Max |F| (eV/Å): 2.7
Total charge: -1
HOMO level (eV): -2.270
E (eV): -38528.499
Spin multiplicity: 1

=====

# 2
Here is a structure of composition C5H8S3 in a non-equilibrium geometry from the Open Molecules 2025 dataset. Energies are from ωB97M-V with the def2-TZVPD basis set.

Geometry as XYZ:
```
16
Properties=species:S:1:pos:R:3:mulliken_charge:R:1
S -0.26770 1.32319 -1.12735 -0.145
S -0.86836 0.91175 2.97841 -0.255
S -1.21113 -1.20598 1.14418 -0.062
C 1.88438 0.46861 0.38007 -1.058
C -0.88541 -1.39667 -0.64079 -0.567
C -0.49825 0.32749 1.55525 0.137
C 0.47872 0.99573 0.54059 -0.071
C -1.25723 -0.14183 -1.42780 -0.477
H -1.55977 -2.26690 -0.91214 0.338
H 2.58621 1.23749 0.05474 0.346
H 0.17467 -1.73440 -0.79471 0.253
H 2.17633 0.14679 1.39534 0.331
H -2.34493 0.08415 -1.39689 0.328
H 0.56249 2.02757 0.93720 0.354
H -0.96051 -0.29788 -2.46808 0.316
H 1.99048 -0.47911 -0.21801 0.234
```

Summary:
Gap between HOMO and LUMO (Eh): 0.312
Max |F| (eV/Å): 2.6
Total charge: 0
HOMO level (eV): -8.651
ΔE to the lowest compared entry with this formula, charge and spin (kcal per mole): 10.0
E (eV): -37819.736
Spin multiplicity: 1

=====

# 3
Here is a structure of composition C33H68O21S7 in a non-equilibrium geometry from the Open Molecules 2025 dataset. Energies are from ωB97M-V with the def2-TZVPD basis set.

Geometry as XYZ:
```
129
Properties=species:S:1:pos:R:3:mulliken_charge:R:1
S 2.71757 0.91614 -1.71922 1.403
S 1.25210 -3.39047 -6.08026 1.180
S 1.09535 -0.13629 0.11393 0.417
S 4.82734 3.02632 2.94255 1.208
S -0.68103 3.27549 2.22492 1.648
S -1.11630 -4.72840 0.24968 1.807
S -0.86371 2.70617 -2.38558 1.369
O -1.42381 -6.32202 0.32519 -0.475
O 5.72596 2.84790 4.11522 -0.646
O 3.65603 -0.10365 -1.29435 -0.944
O 2.10031 -4.57751 -6.01529 -0.619
O 0.25614 3.83510 3.17972 -0.926
O -1.98038 -4.15886 -0.82843 -1.003
O -0.15354 1.83319 -3.30566 -0.697
O 0.31601 -4.47016 0.17966 -0.820
O 2.37798 2.02097 -0.83430 -0.301
O -2.17384 3.30634 -2.69518 -0.738
O 1.93108 -2.13499 -6.43745 -0.617
O 0.41146 -3.19550 -4.65611 -0.216
O 0.22708 3.89962 -2.03304 -0.286
O 3.33431 1.55081 -3.13042 -0.525
O 0.60202 -1.24628 1.26347 -0.878
O -0.31806 2.06751 1.46765 -1.331
O -0.14362 0.43589 -0.52230 -0.492
O 5.18188 1.96450 1.66109 -0.333
O -1.22997 4.44635 1.16733 -0.518
O 4.85515 4.29630 2.19482 -0.600
O 2.16900 -0.70549 -0.70578 -0.197
C 1.04757 -2.76297 -3.48936 -0.350
C 0.12428 -2.50674 0.76427 -0.943
C -2.23266 2.87125 3.01943 -1.387
C -0.61712 6.67435 1.45007 -1.316
C -4.47360 -4.27026 0.96589 -0.561
C -4.19107 -2.24691 2.21766 -0.140
C -1.88412 -0.11830 3.41383 -0.661
C -0.55813 -7.18187 1.04699 -0.074
C -1.14858 -2.41750 -0.11983 -0.959
C -0.00998 -2.51069 -2.44704 -0.895
C -3.95761 1.17709 3.10319 -0.965
C -2.33622 0.98793 1.33822 -0.670
C 1.26892 0.05783 -2.40964 -0.795
C -1.50068 0.18723 2.13292 2.113
C 2.92219 2.80049 -3.62751 0.706
C 4.76618 -0.10880 0.60571 -0.262
C -3.60626 -1.57897 1.12375 0.656
C 3.00997 2.58361 3.05538 -0.413
C 1.12189 5.74128 -0.84516 -0.781
C -0.90763 1.89612 -0.68910 -1.170
C -4.54013 -3.55147 2.15850 -0.960
C -3.54991 -2.28394 -0.02942 -0.793
C -1.82747 -4.14045 1.86070 -0.247
C 1.76637 1.05347 1.32674 -4.094
C -3.95060 -3.59143 -0.12009 -0.563
C -3.61031 1.45497 1.82270 -0.058
C 3.77199 4.02427 -3.17324 -1.085
C -0.23155 -3.72479 -7.19603 -0.988
C 5.43256 0.60636 1.79813 -0.609
C -3.14017 0.43127 3.92400 -1.414
C -1.16283 -8.48595 1.34816 -1.334
C -0.21058 5.08131 -1.32178 0.549
C -1.73459 5.69949 1.66701 -0.493
H 2.71216 2.67381 2.01074 0.180
H -4.79721 -5.29496 0.85787 0.426
H 0.96317 -3.04176 0.31916 0.492
H 1.72715 -0.80414 -2.89454 -0.243
H 1.68317 -1.88062 -3.56398 1.132
H 2.37512 1.85294 0.90440 1.372
H 0.86188 0.81738 -3.07712 0.426
H -4.31767 -1.64146 3.10298 0.414
H -1.92811 -1.81935 0.35204 -1.303
H 6.51510 0.49107 1.74410 0.422
H 2.39331 0.51019 2.03377 1.263
H -0.21483 -6.75965 1.99145 0.304
H 3.78010 -0.39738 0.96969 -0.111
H -3.16199 0.26956 4.99160 0.427
H -0.61079 -3.39648 -2.24089 0.527
H 4.61201 0.59535 -0.21191 0.126
H 1.91138 3.07430 -3.32524 -0.565
H -0.74066 4.72170 -0.43984 -0.062
H 3.77702 4.07444 -2.08441 0.112
H -0.77655 -1.79860 -2.75263 0.434
H 2.94055 1.56849 3.44630 0.392
H 2.65375 3.42680 3.64720 0.520
H -0.78654 7.64652 1.91298 0.525
H -0.39910 6.77079 0.38647 0.318
H 0.30134 6.37651 1.95588 0.295
H -1.01588 -1.93198 -1.08666 1.632
H 0.53784 -0.31706 -1.69336 0.018
H -1.95077 1.16194 0.34447 -0.726
H 0.04144 2.04895 -0.17526 0.210
H 5.34887 -0.97147 0.28265 0.549
H -1.88782 5.91084 2.72529 0.434
H -0.69289 5.72376 -2.05849 0.286
H -5.07006 -3.99887 2.98639 0.441
H -0.41282 -9.03434 1.91812 0.401
H -3.28509 -0.55343 1.23105 -0.365
H 2.84863 2.73003 -4.71274 0.502
H 0.39578 -7.28601 0.52996 0.392
H -3.25010 -1.72437 -0.90315 0.899
H -2.22422 1.94893 3.60025 0.763
H -1.53606 -3.42934 -0.23872 0.327
H 1.52866 6.37935 -1.62971 0.391
H 5.31286 0.14532 2.77854 0.331
H -4.03364 -4.24655 -0.97467 0.304
H -0.05632 -3.20377 1.58257 1.333
H -1.99712 -8.29574 2.02334 0.318
H -1.18185 0.84368 -0.76176 0.441
H -0.95886 -4.44374 -6.81891 0.320
H -1.67541 2.42534 -0.12471 1.067
H 3.44846 5.03534 -3.42055 0.375
H -1.35868 -4.70475 2.66686 0.678
H -0.83292 -2.86769 -7.49906 0.348
H -2.87184 -4.44762 1.80567 0.287
H 0.88188 1.36870 1.88026 1.596
H 0.83827 6.39507 -0.02042 0.203
H -1.77916 -3.05233 1.90263 -0.286
H 1.64033 -3.63383 -3.20947 0.464
H -2.63459 3.68672 3.62073 0.304
H 4.78269 3.93182 -3.57076 0.299
H 0.35616 -2.11858 -1.49821 0.194
H -4.84952 1.62933 3.51107 0.504
H -1.40095 -9.10286 0.48166 0.320
H 1.88420 4.97908 -0.68375 0.017
H -2.58903 5.92571 1.02915 0.385
H -1.14443 -0.61068 4.02768 0.624
H -0.55000 -0.16336 1.75916 -0.547
H 0.17363 -4.09411 -8.13811 0.385
H -2.94952 2.67613 2.22183 0.043
H -4.10659 2.14473 1.15612 0.800
```

Summary:
Gap between HOMO and LUMO (Eh): 0.287
Max |F| (eV/Å): 16.0
Total charge: 0
HOMO level (eV): -7.835
E (eV): -154120.804
Spin multiplicity: 1

=====

# 4
Here is a structure of composition C3H8Si in a non-equilibrium geometry from the Open Molecules 2025 dataset. Energies are from ωB97M-V with the def2-TZVPD basis set.

Geometry as XYZ:
```
12
Properties=species:S:1:pos:R:3:mulliken_charge:R:1
Si 0.60569 1.51729 0.59134 0.309
C 0.52259 -0.17048 -0.38761 0.201
C 0.32134 -0.59902 -1.61144 -0.670
C -0.28145 -0.69192 0.88687 -1.089
H -0.10003 1.37354 1.82021 -0.089
H -0.69231 1.85873 -0.13679 -0.057
H -0.95867 -1.59056 0.69240 0.295
H -1.00110 -0.06613 1.40257 0.364
H 0.67286 -0.09511 -2.43836 0.293
H 0.54203 -1.16806 1.41221 0.347
H -0.09720 -1.58809 -1.92776 0.223
H 1.83799 2.44107 0.83555 -0.128
```

Summary:
Gap between HOMO and LUMO (Eh): 0.371
Max |F| (eV/Å): 5.1
Total charge: 0
HOMO level (eV): -9.241
ΔE to the lowest compared entry with this formula, charge and spin (kcal per mole): 58.4
E (eV): -11114.455
Spin multiplicity: 1

=====

no.,LUMO level (eV)
1,2.78
2,-0.16
3,-0.03
4,0.85